Molecular formula: H2O4P2
Method: DFT, ωB97M-V/def2-TZVPD

CARTESIAN COORDINATES (ANGSTROEM)
O  1.567  1.395  -0.830
P  0.245  0.997  -0.311
O  -0.557  2.353  1.057
P  -0.008  -1.127  0.302
O  0.581  -1.536  1.604
O  0.278  -1.997  -0.875
H  -0.694  0.888  -1.372
H  -1.412  -0.973  0.424

DFT total energy in a.u.: -984.86187
SMILES string: O=[P@H]([O-])[P@H](=O)[O-]
HOMO-LUMO gap in eV: 7.18
Net charge: -2
HOMO energy in eV: 0.07

Mulliken charges in e:
1 O -0.65
2 P 0.57
3 O -0.99
4 P 0.57
5 O -0.72
6 O -0.70
7 H -0.03
8 H -0.05

Molecular formula: C23H35N2O6
Method: DFT, ωB97M-V/def2-TZVPD

CARTESIAN COORDINATES (ANGSTROEM)
C  -3.807  -1.393  3.078
C  -3.390  -0.951  2.011
C  -3.309  -0.546  0.521
C  -3.050  -1.653  -0.469
C  -2.983  -1.386  -1.969
C  -2.747  -2.488  -3.058
O  -3.468  -2.465  -4.039
O  -1.746  -3.468  -3.027
N  -1.441  -3.866  -1.736
C  -2.160  -5.101  -1.332
C  0.023  -4.022  -1.684
C  0.886  -2.678  -1.750
O  0.579  -5.100  -1.584
C  -3.207  0.067  -2.372
C  -3.444  1.103  -1.295
C  -3.694  2.599  -1.716
C  -2.366  3.492  -1.788
O  -1.196  2.677  -1.600
C  -0.136  3.293  -2.399
C  0.129  4.823  -1.980
N  -3.484  0.781  0.077
H  -4.309  -1.863  3.971
H  -2.910  -2.696  -0.076
H  -2.099  -5.226  -0.209
H  -1.794  -6.043  -1.837
H  -3.260  -4.947  -1.606
H  0.196  -1.815  -2.040
H  1.271  -2.431  -0.712
H  1.705  -2.733  -2.527
H  -3.203  0.310  -3.469
H  -4.178  2.578  -2.738
H  -4.441  3.037  -0.989
H  -2.387  4.022  -2.800
H  -2.436  4.261  -0.945
H  -0.458  3.192  -3.485
H  0.805  2.677  -2.284
H  -0.602  5.521  -2.512
H  1.161  5.137  -2.325
H  -0.019  4.956  -0.863
H  -3.647  1.547  0.751
C  -0.075  1.026  2.724
C  0.593  0.597  4.013
C  0.928  -0.853  3.724
O  1.158  -0.955  2.310
C  0.720  0.260  1.685
H  -0.061  2.105  2.560
H  -1.119  0.692  2.717
H  1.512  1.172  4.162
H  -0.034  0.722  4.896
H  0.091  -1.513  3.975
H  1.814  -1.194  4.264
H  1.611  0.818  1.376
H  0.131  0.024  0.794
C  5.647  -0.577  0.813
C  4.955  -0.208  2.109
C  4.988  1.308  2.064
O  4.944  1.682  0.680
C  5.163  0.514  -0.123
H  5.409  -1.580  0.457
H  6.732  -0.508  0.940
H  3.918  -0.560  2.088
H  5.437  -0.619  2.997
H  5.920  1.698  2.488
H  4.148  1.762  2.594
H  4.208  0.243  -0.588
H  5.883  0.741  -0.912

DFT total energy in a.u.: -1457.82326
HOMO-LUMO gap in eV: 6.08
Net charge: +1
HOMO energy in eV: -11.13

Mulliken charges in e:
1 C 0.07
2 C -1.19
3 C 0.55
4 C -0.07
5 C 0.73
6 C 0.02
7 O -0.48
8 O -0.25
9 N 0.30
10 C -0.92
11 C 0.33
12 C -0.50
13 O -0.49
14 C -0.67
15 C 0.71
16 C -1.51
17 C -0.38
18 O -0.15
19 C -0.45
20 C -0.93
21 N 0.12
22 H 0.41
23 H 0.40
24 H 0.32
25 H 0.32
26 H 0.33
27 H 0.05
28 H 0.14
29 H 0.33
30 H 0.43
31 H 0.40
32 H 0.46
33 H 0.37
34 H 0.28
35 H 0.35
36 H 0.32
37 H 0.27
38 H 0.35
39 H 0.26
40 H 0.37
41 C -0.30
42 C -0.60
43 C -0.44
44 O -0.43
45 C 0.03
46 H 0.40
47 H -0.02
48 H 0.26
49 H 0.35
50 H 0.29
51 H 0.28
52 H 0.16
53 H 0.04
54 C -0.61
55 C -0.03
56 C -0.45
57 O -0.42
58 C -0.31
59 H 0.34
60 H 0.29
61 H -0.17
62 H 0.38
63 H 0.35
64 H 0.20
65 H 0.13
66 H 0.31

Molecular formula: C4H8O2
Method: DFT, ωB97M-V/def2-TZVPD

CARTESIAN COORDINATES (ANGSTROEM)
C  -1.295  0.298  -1.498
O  -0.041  -0.183  -1.100
C  0.511  0.496  -0.031
C  0.053  0.231  1.387
C  1.319  -0.386  0.849
O  1.332  -1.762  0.646
H  -1.255  1.369  -1.740
H  -2.034  0.134  -0.704
H  -1.565  -0.271  -2.389
H  0.880  1.504  -0.241
H  -0.773  -0.473  1.474
H  0.054  1.021  2.133
H  2.309  0.010  1.018
H  0.505  -1.986  0.195

DFT total energy in a.u.: -307.61946
SMILES string: CO[C@H]1C[C@H]1O
HOMO-LUMO gap in eV: 10.47
HOMO energy in eV: -9.47

Mulliken charges in e:
1 C -0.71
2 O -0.35
3 C -0.07
4 C -0.61
5 C -0.15
6 O -0.53
7 H 0.30
8 H 0.29
9 H 0.23
10 H 0.41
11 H 0.23
12 H 0.26
13 H 0.37
14 H 0.34

Molecular formula: C4H4N3S
Method: DFT, ωB97M-V/def2-TZVPD

CARTESIAN COORDINATES (ANGSTROEM)
C  -1.125  1.205  0.162
C  -0.951  0.985  -1.213
C  0.962  0.383  0.355
C  1.051  -1.104  0.365
N  -0.545  -2.635  1.293
N  -0.107  1.040  0.934
N  0.164  -1.949  0.740
S  0.563  0.407  -1.467
H  -2.016  1.576  0.544
H  -1.862  0.877  -1.950
H  2.049  0.801  0.473
H  1.816  -1.587  -0.236

DFT total energy in a.u.: -716.86649
HOMO-LUMO gap in eV: 6.54
Net charge: +1
HOMO energy in eV: -13.41

Mulliken charges in e:
1 C -0.22
2 C 0.01
3 C 0.14
4 C -0.38
5 N -0.47
6 N -0.41
7 N 0.55
8 S 0.10
9 H 0.47
10 H 0.37
11 H 0.42
12 H 0.41